# 1
{"formula": "C56H45InO2P3Si", "method": "the ωB97M-V functional and the def2-TZVPD basis", "charge": 1, "total_energy_ev": -103812.84229, "orbital_gap_ev": 7.64, "lumo_ev": -2.4, "species": ["In", "C", "C", "C", "C", "C", "C", "P", "C", "C", "C", "C", "C", "C", "C", "C", "C", "C", "C", "C", "Si", "C", "C", "C", "C", "C", "C", "P", "C", "C", "C", "C", "C", "C", "C", "C", "C", "C", "C", "C", "C", "C", "C", "C", "C", "C", "P", "C", "C", "C", "C", "C", "C", "C", "C", "C", "C", "C", "C", "H", "H", "H", "H", "H", "H", "H", "H", "H", "H", "H", "H", "H", "H", "H", "H", "H", "H", "H", "H", "H", "H", "H", "H", "H", "H", "H", "H", "H", "H", "H", "H", "H", "H", "H", "H", "H", "H", "H", "H", "H", "H", "C", "C", "O", "O", "H", "H", "H"], "coordinates": [[-0.19365, 0.01243, -1.03496], [0.74079, 6.03619, -1.21300], [0.15265, 6.06442, 0.04524], [-0.16372, 4.87839, 0.68976], [0.11413, 3.65110, 0.08751], [0.70931, 3.63399, -1.17005], [1.01773, 4.82030, -1.82005], [-0.26501, 2.07521, 0.92611], [-1.65012, 2.51607, 2.00743], [-2.79599, 3.03100, 1.39586], [-3.90751, 3.35205, 2.15731], [-3.88977, 3.15364, 3.53426], [-2.76295, 2.62076, 4.14280], [-1.64524, 2.29552, 3.38121], [1.20426, 1.82147, 1.98013], [1.57790, 2.79063, 2.91314], [2.76638, 2.68226, 3.61429], [3.61212, 1.60901, 3.36532], [3.25009, 0.64500, 2.43615], [2.04024, 0.72121, 1.73135], [1.52584, -0.76941, 0.67790], [0.52240, -1.79443, 1.92642], [1.08497, -1.97360, 3.20103], [0.53418, -2.84517, 4.12566], [-0.61212, -3.56598, 3.80690], [-1.22840, -3.35257, 2.58815], [-0.68152, -2.46342, 1.65779], [-1.66924, -1.95754, 0.21979], [-1.78837, -3.41032, -0.86573], [-2.67332, -3.41961, -1.94846], [-2.72171, -4.51004, -2.80364], [-1.86302, -5.58628, -2.61523], [-0.95423, -5.56732, -1.56713], [-0.91944, -4.48771, -0.69265], [-3.30966, -1.68102, 0.96469], [-3.39196, -0.69077, 1.94544], [-4.60006, -0.41715, 2.56635], [-5.74419, -1.11817, 2.20258], [-5.67057, -2.09750, 1.22504], [-4.45732, -2.38202, 0.60708], [3.03204, -1.77288, 0.11480], [3.53267, -2.63211, 1.10323], [4.68333, -3.39257, 0.93536], [5.36804, -3.32959, -0.26029], [4.87546, -2.52218, -1.27703], [3.72718, -1.73642, -1.12632], [3.40989, -0.84692, -2.70931], [3.67711, 0.93047, -2.39727], [3.81254, 1.75756, -3.51712], [4.13235, 3.10043, -3.36990], [4.34771, 3.63084, -2.10307], [4.23964, 2.81421, -0.98703], [3.91026, 1.47392, -1.14056], [1.63351, -1.08985, -3.08082], [1.11703, -2.39308, -2.97820], [-0.06860, -2.74021, -3.60457], [-0.76432, -1.80045, -4.35963], [-0.29417, -0.50125, -4.43771], [0.88947, -0.13738, -3.79076], [0.97789, 6.96360, -1.72169], [-0.07161, 7.01209, 0.52087], [-0.65050, 4.91210, 1.65790], [0.93328, 2.69543, -1.66236], [1.47041, 4.79194, -2.80265], [-2.80398, 3.19798, 0.32395], [-4.78848, 3.76356, 1.67885], [-4.75758, 3.41224, 4.13041], [-2.74605, 2.46286, 5.21554], [-0.76862, 1.87994, 3.86516], [0.93843, 3.65016, 3.08223], [3.03900, 3.43891, 4.33967], [4.55587, 1.52501, 3.89169], [3.93280, -0.18115, 2.24707], [1.96934, -1.41165, 3.48350], [0.99724, -2.96059, 5.09943], [-1.03894, -4.26124, 4.51962], [-2.16532, -3.85271, 2.36293], [-3.31366, -2.56694, -2.13036], [-3.42632, -4.51585, -3.62638], [-1.89992, -6.43518, -3.28693], [-0.27775, -6.40025, -1.41813], [-0.21784, -4.49381, 0.13215], [-2.50474, -0.14041, 2.23865], [-4.64733, 0.34561, 3.33326], [-6.68947, -0.90395, 2.68670], [-6.55670, -2.65257, 0.94374], [-4.41342, -3.16779, -0.13303], [3.01420, -2.72358, 2.04920], [5.02889, -4.03134, 1.74016], [6.26428, -3.91678, -0.42012], [5.38984, -2.50719, -2.23116], [3.69058, 1.33994, -4.51139], [4.23707, 3.72811, -4.24763], [4.61345, 4.67548, -1.98898], [4.41791, 3.21385, 0.00709], [3.88605, 0.84158, -0.27343], [1.67017, -3.14399, -2.42589], [-0.44591, -3.75230, -3.51148], [-1.68275, -2.07909, -4.86026], [-0.84309, 0.24525, -4.99852], [1.26901, 0.87198, -3.89542], [-3.75465, 1.38430, -2.60379], [-2.42331, 0.84047, -2.18597], [-1.48037, 1.63529, -1.85105], [-2.21211, -0.39941, -2.11908], [-3.65242, 2.38804, -3.00865], [-4.39322, 1.42989, -1.71686], [-4.22472, 0.71899, -3.32416]], "lowdin_charge": [0.71, -0.07, -0.07, -0.08, -0.34, -0.10, -0.07, 1.07, -0.38, -0.09, -0.07, -0.08, -0.07, -0.09, -0.35, -0.08, -0.06, -0.06, -0.10, -0.30, 0.65, -0.27, -0.10, -0.05, -0.05, -0.07, -0.38, 1.06, -0.34, -0.12, -0.08, -0.08, -0.07, -0.08, -0.34, -0.08, -0.06, -0.07, -0.07, -0.07, -0.26, -0.10, -0.06, -0.06, -0.11, -0.37, 1.13, -0.38, -0.11, -0.08, -0.09, -0.07, -0.09, -0.45, -0.10, -0.06, -0.07, -0.08, -0.14, 0.11, 0.11, 0.11, 0.08, 0.11, 0.11, 0.11, 0.11, 0.11, 0.10, 0.11, 0.11, 0.11, 0.10, 0.10, 0.11, 0.11, 0.12, 0.10, 0.12, 0.11, 0.11, 0.11, 0.09, 0.10, 0.11, 0.11, 0.09, 0.08, 0.11, 0.11, 0.09, 0.11, 0.11, 0.11, 0.11, 0.07, 0.11, 0.09, 0.12, 0.12, 0.10, 0.04, -0.66, -0.10, -0.10, 0.09, 0.10, 0.09]}


# 2
{"formula": "C56H46Br2Cl5GeIrN4O2SSi", "method": "the ωB97M-V functional and the def2-TZVPD basis", "s2": 8.8643, "multiplicity": 6, "charge": -1, "total_energy_ev": -349635.33354, "orbital_gap_ev": [3.91, 4.93], "lumo_ev": [1.6, 0.2], "species": ["Ir", "Br", "C", "C", "C", "Br", "C", "C", "C", "C", "N", "C", "C", "O", "H", "H", "H", "H", "Cl", "C", "C", "C", "C", "C", "Cl", "C", "N", "H", "H", "H", "C", "Si", "C", "C", "C", "C", "C", "C", "C", "H", "H", "H", "H", "H", "H", "H", "H", "H", "H", "H", "Cl", "C", "C", "C", "C", "C", "C", "N", "C", "C", "N", "C", "O", "C", "C", "C", "Cl", "S", "C", "C", "C", "Cl", "C", "H", "H", "H", "H", "H", "H", "H", "H", "H", "H", "H", "H", "H", "C", "Ge", "C", "C", "C", "C", "C", "C", "C", "C", "C", "C", "C", "C", "C", "C", "C", "C", "H", "H", "H", "H", "H", "H", "H", "H", "H", "H", "H", "H", "H", "H", "H"], "coordinates": [[-2.33315, -14.20664, -20.67236], [-4.95430, -13.34846, -25.16767], [-4.73574, -14.89651, -24.19242], [-5.32072, -16.07964, -24.59833], [-5.00908, -17.27625, -23.95507], [-5.78581, -18.71419, -24.80904], [-4.12727, -17.37450, -22.85599], [-3.67847, -18.67675, -22.36702], [-2.82187, -18.62852, -21.30598], [-2.35862, -17.38685, -20.80959], [-2.74799, -16.18649, -21.24498], [-3.60763, -16.16482, -22.33750], [-3.85172, -14.93559, -23.04406], [-3.23731, -13.84854, -22.61199], [-6.08490, -16.06522, -25.41556], [-4.01804, -19.59658, -22.83000], [-2.53207, -19.48202, -20.71711], [-1.61353, -17.35493, -20.00211], [-0.44294, -16.95909, -23.37709], [0.75808, -15.98653, -22.65356], [2.05771, -16.37166, -22.90449], [3.12204, -15.54652, -22.56879], [2.84635, -14.18849, -22.21092], [1.55119, -13.80461, -21.93366], [1.22089, -12.17036, -21.45400], [0.38510, -14.72366, -22.02440], [-0.73755, -14.48443, -21.53263], [2.23370, -17.34140, -23.38165], [4.11269, -15.92588, -22.69338], [3.62129, -13.41808, -22.23337], [-5.96780, -13.41429, -21.20794], [-4.67736, -13.80182, -19.82471], [-5.64559, -15.32838, -19.12261], [-5.16925, -12.39152, -18.64818], [-5.35261, -12.65784, -17.29309], [-5.86137, -11.69379, -16.46382], [-6.15207, -10.41230, -17.02766], [-5.86807, -10.09003, -18.33054], [-5.39790, -11.10269, -19.15822], [-6.75063, -12.81239, -20.76274], [-6.41686, -14.32145, -21.64789], [-5.47136, -12.82225, -21.98265], [-6.66021, -15.00908, -19.11771], [-5.46967, -15.61406, -18.10192], [-5.58344, -16.20396, -19.76624], [-5.09894, -13.65380, -16.95239], [-6.08493, -11.90968, -15.43161], [-6.54795, -9.62674, -16.36971], [-5.96542, -9.01929, -18.70741], [-5.32739, -10.87779, -20.23768], [-0.04457, -14.02128, -27.35776], [-0.17983, -12.54279, -26.44897], [-1.40881, -11.85213, -26.39395], [-1.52777, -10.68034, -25.66347], [-0.46275, -10.18988, -24.92488], [-0.67538, -8.97526, -24.05789], [-1.77703, -9.09647, -23.00823], [-1.57602, -10.20818, -22.02234], [-1.36750, -10.05338, -20.68131], [-1.68828, -11.20979, -20.08425], [-2.01791, -12.16324, -21.07726], [-1.97239, -11.50366, -22.22531], [-0.85329, -7.86135, -25.00250], [-2.10622, -7.07330, -25.02061], [-2.75375, -7.28357, -26.38257], [-4.12640, -7.28075, -26.51148], [-5.19017, -6.81645, -25.23412], [-4.58186, -7.79954, -28.12350], [-2.91379, -7.94780, -28.58710], [-2.04326, -7.60766, -27.58957], [0.80343, -10.79393, -25.05307], [2.17110, -10.03585, -24.36796], [0.94068, -11.89638, -25.89623], [-2.27986, -12.20023, -27.01158], [-2.48997, -10.17848, -25.57967], [0.25298, -8.66774, -23.58305], [-2.70143, -9.26727, -23.54123], [-1.82195, -8.15839, -22.42936], [-0.99072, -9.10813, -20.22317], [-1.68048, -11.43161, -19.01716], [-2.25028, -11.86196, -23.19596], [-1.73091, -6.02952, -24.87947], [-2.86316, -7.33519, -24.24449], [-2.65423, -8.24985, -29.59394], [-0.95002, -7.57519, -27.60533], [1.87348, -12.43809, -26.00312], [0.05754, -15.74974, -18.55503], [-1.79347, -14.97651, -18.36671], [-1.35950, -13.49727, -17.15790], [-0.29408, -12.68659, -17.49717], [0.21835, -11.71679, -16.62726], [-0.40914, -11.48187, -15.41215], [-1.53115, -12.26136, -15.06478], [-1.97431, -13.26198, -15.92314], [-2.44076, -16.39875, -17.05876], [-3.43567, -17.27514, -17.48347], [-3.88790, -18.35868, -16.70643], [-3.39061, -18.58138, -15.45401], [-2.32495, -17.77248, -14.98946], [-1.69802, -18.16013, -13.80191], [-0.56024, -17.56198, -13.35400], [-0.04150, -16.45467, -14.11949], [-0.66641, -16.02815, -15.28605], [-1.79426, -16.72466, -15.77917], [0.70604, -15.34347, -17.77440], [0.49277, -15.49799, -19.50103], [0.08734, -16.86116, -18.46404], [0.09358, -12.76143, -18.52605], [1.09128, -11.17394, -16.96747], [-0.17531, -10.59881, -14.78883], [-2.07609, -12.07215, -14.14510], [-2.81659, -13.87097, -15.66552], [-3.81894, -17.11776, -18.49273], [-4.69537, -18.99376, -17.07651], [-3.80957, -19.33564, -14.76344], [-2.16741, -18.96155, -13.16163], [-0.03534, -17.89754, -12.44394], [0.74185, -15.83660, -13.67188], [-0.22930, -15.14931, -15.81216]], "lowdin_spin": [1.34, 0.05, 0.20, 0.04, 0.26, 0.07, 0.01, 0.23, 0.11, 0.18, 0.31, 0.08, 0.17, 0.41, 0.00, 0.02, 0.00, 0.01, 0.05, 0.17, -0.01, 0.17, -0.02, 0.14, 0.03, 0.09, 0.62, 0.00, 0.01, 0.00, 0.01, 0.03, 0.00, 0.00, 0.00, 0.00, 0.00, 0.00, 0.00, 0.00, 0.00, 0.00, 0.00, 0.00, 0.00, 0.00, 0.00, 0.00, 0.00, 0.00, 0.00, 0.00, 0.00, 0.00, 0.00, 0.00, 0.00, 0.00, 0.00, 0.00, 0.05, 0.01, 0.00, 0.00, 0.00, 0.00, 0.00, 0.00, 0.00, 0.00, 0.00, 0.00, 0.00, 0.00, 0.00, 0.00, 0.00, 0.00, 0.00, 0.00, 0.00, 0.00, 0.00, 0.00, 0.00, 0.00, 0.01, 0.07, 0.01, 0.00, 0.00, 0.01, 0.00, 0.00, 0.03, 0.01, 0.00, 0.00, 0.00, 0.00, 0.00, 0.00, 0.00, 0.01, 0.00, 0.00, 0.00, 0.00, 0.00, 0.00, 0.00, 0.00, 0.00, 0.00, 0.00, 0.00, 0.00, 0.00, 0.00]}